P.
The following is a quantum chemistry calculation of CH3Br2ClSi in the gas phase, from the Open Molecules 2025 dataset.

Frontier orbital gap, eV: 10.0865
Net charge: 0
Highest occupied orbital energy, Eh: -0.3809
Structure (SMILES): C[Si](Cl)(Br)Br

Cartesian coordinates (Å):
C1 0.20287 -0.09523 0.06546
Si1 2.11567 -0.35417 -0.03691
Cl1 3.24222 0.58758 1.43452
Br1 2.60921 -2.53421 -0.03928
Br2 2.99810 0.62245 -2.23083
H1 -0.02265 0.36746 0.89596
H2 -0.20973 0.25081 -0.87165
H3 -0.34615 -0.98640 0.21364

---

Q.
The following is a quantum chemistry calculation of CH3Br2ClSi in the gas phase, from the Open Molecules 2025 dataset.

Frontier orbital gap, eV: 10.2257
Net charge: 0
Highest occupied orbital energy, Eh: -0.3674
Structure (SMILES): C[Si](Cl)(Br)Br

Cartesian coordinates (Å):
C1 -0.60955 -0.91181 0.01317
Si1 0.58459 0.48579 0.12141
Cl1 0.95004 0.99519 2.05412
Br1 2.24390 0.40137 -1.21899
Br2 -0.59495 2.45407 -0.96028
H1 -1.51848 -0.58285 0.12318
H2 -0.64788 -1.29158 -1.01817
H3 -0.40766 -1.55018 0.88555

---

Stability summary: most stable Q, least stable P.